[1]
DFT (wB97M-V/def2-TZVPD) results for a structure of composition CH3OPS in a non-equilibrium geometry.

Structure (ORCA input):
```
! wB97M-V def2-TZVPD RIJCOSX def2/J DEFGRID3
* xyz 0 1
C -0.58 0.45 -0.38
O 1.58 -0.63 0.05
P 0.04 -1.29 0.00
S 1.28 1.07 0.10
H -0.76 0.65 -1.43
H -1.31 0.91 0.28
H -0.25 -1.16 1.38
*
```

Output
HOMO-LUMO gap ... 8.45 eV
Largest force on an atom ... 0.05336 hartree/bohr
LUMO energy ... -0.36 eV

=====

[2]
DFT (wB97M-V/def2-TZVPD) results for a structure of composition C47H41F5N4O2PPbS.

Structure (ORCA input):
```
! wB97M-V def2-TZVPD RIJCOSX def2/J DEFGRID3
* xyz 1 1
Pb 0.06 0.32 -0.04
C -3.43 1.83 2.86
C -2.84 2.56 3.87
C -1.46 2.68 3.90
C -0.70 2.05 2.92
N -1.28 1.35 1.94
C -2.61 1.25 1.91
C 0.78 2.20 2.89
C 1.51 2.64 3.99
C 2.87 2.85 3.86
C 3.48 2.62 2.63
C 2.69 2.14 1.60
N 1.38 1.93 1.73
H -4.51 1.71 2.79
H -3.45 3.04 4.63
H -0.99 3.27 4.67
H -3.03 0.68 1.09
H 1.03 2.80 4.95
H 3.46 3.19 4.70
H 4.53 2.80 2.48
H 3.12 1.90 0.63
C 0.01 3.61 -1.29
C -1.11 3.45 -0.27
C -1.43 4.76 0.44
C -2.38 2.85 -0.86
C -3.00 3.65 -2.03
O -3.20 2.67 -3.07
C -2.64 1.52 -2.62
N -2.16 1.51 -1.45
C -2.68 0.40 -3.58
C -2.98 0.67 -4.91
C -3.13 -0.35 -5.83
C -3.01 -1.67 -5.41
C -2.69 -1.95 -4.09
C -2.50 -0.93 -3.16
P -2.02 -1.32 -1.44
C -1.62 -3.11 -1.51
C -2.39 -4.11 -0.93
C -2.00 -5.44 -1.02
C -0.84 -5.79 -1.70
C -0.07 -4.79 -2.30
C -0.47 -3.47 -2.20
C -3.61 -1.27 -0.53
C -3.60 -1.65 0.81
C -4.77 -1.67 1.55
C -5.97 -1.31 0.95
C -5.99 -0.91 -0.38
C -4.81 -0.90 -1.12
H 0.93 3.92 -0.79
H -0.22 4.37 -2.04
H 0.21 2.67 -1.81
H -0.76 2.73 0.48
H -1.83 5.50 -0.25
H -0.53 5.19 0.89
H -2.16 4.61 1.24
H -3.11 2.73 -0.06
H -2.34 4.42 -2.42
H -3.96 4.10 -1.79
H -3.11 1.70 -5.22
H -3.35 -0.12 -6.87
H -3.16 -2.48 -6.11
H -2.60 -2.98 -3.78
H -3.30 -3.87 -0.40
H -2.60 -6.21 -0.56
H -0.54 -6.82 -1.77
H 0.82 -5.05 -2.85
H 0.12 -2.71 -2.71
H -2.66 -1.93 1.28
H -4.75 -1.99 2.58
H -6.89 -1.34 1.52
H -6.92 -0.62 -0.85
H -4.84 -0.60 -2.16
F 4.92 -4.87 2.16
C 4.37 -4.02 1.31
C 3.92 -2.79 1.75
F 4.03 -2.46 3.03
C 3.36 -1.91 0.85
F 2.95 -0.72 1.28
C 3.23 -2.23 -0.50
S 2.31 -1.22 -1.61
C 3.69 -3.47 -0.92
F 3.59 -3.83 -2.20
C 4.27 -4.36 -0.03
F 4.71 -5.54 -0.45
O -0.10 -3.27 2.76
C -0.05 -2.39 1.97
N 0.01 -1.52 1.16
C 3.49 2.97 -3.89
C 4.50 2.28 -2.95
C 4.90 3.23 -1.83
C 5.73 1.84 -3.75
C 3.83 1.09 -2.39
C 3.31 0.11 -1.92
H 4.00 3.77 -4.43
H 2.67 3.41 -3.32
H 3.08 2.27 -4.61
H 5.35 4.14 -2.25
H 5.64 2.77 -1.17
H 4.04 3.53 -1.23
H 6.23 2.72 -4.16
H 5.45 1.18 -4.57
H 6.44 1.31 -3.11
*
```

Output
HOMO-LUMO gap ... 7.66 eV
Largest force on an atom ... 0.01120 hartree/bohr
LUMO energy ... -2.78 eV

=====

[3]
DFT (wB97M-V/def2-TZVPD) results for a structure of composition C21H50AsF6N6O5 in a non-equilibrium geometry.

Structure (ORCA input):
```
! wB97M-V def2-TZVPD RIJCOSX def2/J DEFGRID3
* xyz -1 1
As -1.23 0.01 -0.44
F -0.66 0.41 -2.03
F -2.59 -0.74 -1.26
F -1.79 -0.38 1.16
F 0.15 0.83 0.27
F -2.10 1.55 -0.39
F -0.34 -1.51 -0.55
C 1.53 3.01 -1.66
C 3.03 3.26 -1.57
N 3.45 4.43 -0.78
C 2.98 5.66 -1.43
C 3.82 6.85 -0.93
C 3.00 4.35 0.59
C 3.43 3.03 1.28
H 1.28 2.01 -1.99
H 1.07 3.67 -2.41
H 0.91 3.23 -0.79
H 3.55 2.34 -1.28
H 3.46 3.37 -2.57
H 3.09 5.59 -2.51
H 1.92 5.82 -1.21
H 3.65 6.93 0.15
H 4.88 6.66 -1.04
H 3.45 7.79 -1.34
H 1.91 4.43 0.62
H 3.45 5.09 1.25
H 2.75 2.19 1.13
H 3.60 3.18 2.34
H 4.37 2.68 0.85
C -3.29 -3.99 -0.14
C -3.47 -5.42 -0.61
O -3.39 -5.72 -1.80
N -3.48 -6.38 0.32
C -3.59 -6.25 1.77
H -4.24 -3.47 0.00
H -2.77 -3.42 -0.90
H -2.70 -3.94 0.77
H -3.38 -7.31 -0.07
H -4.00 -5.28 2.06
H -2.58 -6.28 2.18
H -4.22 -7.04 2.16
C -2.11 0.43 8.06
C -2.61 0.37 6.61
O -3.79 0.48 6.36
N -1.64 0.26 5.68
C -1.97 0.23 4.25
H -2.39 1.46 8.29
H -1.09 0.13 8.24
H -2.79 -0.22 8.62
H -0.68 0.38 5.91
H -1.10 0.45 3.65
H -2.72 1.02 4.19
H -2.50 -0.59 3.75
C 0.14 -4.87 -1.43
C -0.34 -4.89 -2.86
O -0.87 -5.91 -3.28
N -0.05 -3.88 -3.71
C 0.70 -2.68 -3.44
H -0.56 -5.40 -0.79
H 0.48 -3.93 -1.01
H 0.99 -5.56 -1.44
H -0.19 -4.15 -4.67
H 0.02 -1.82 -3.36
H 1.32 -2.35 -4.28
H 1.26 -2.68 -2.51
C 6.53 -1.88 0.94
C 5.24 -1.70 0.17
O 5.16 -1.89 -1.03
N 4.18 -1.32 0.91
C 2.86 -1.10 0.36
H 6.33 -2.15 1.98
H 7.17 -1.00 0.95
H 7.10 -2.70 0.50
H 4.15 -1.34 1.91
H 2.49 -1.90 -0.28
H 2.69 -0.14 -0.13
H 2.14 -1.15 1.18
C -3.25 4.24 -2.83
C -4.17 3.20 -3.40
O -4.93 3.47 -4.33
N -4.00 1.96 -2.93
C -4.75 0.78 -3.32
H -2.30 4.20 -3.36
H -3.03 4.28 -1.77
H -3.71 5.21 -3.05
H -3.31 1.88 -2.20
H -4.22 0.17 -4.05
H -5.67 1.09 -3.82
H -5.10 0.27 -2.43
*
```

Output
HOMO-LUMO gap ... 8.71 eV
Largest force on an atom ... 0.03655 hartree/bohr
LUMO energy ... 2.15 eV

=====

[4]
DFT (wB97M-V/def2-TZVPD) results for a structure of composition C23H22Br2N3OPPd.

Structure (ORCA input):
```
! wB97M-V def2-TZVPD RIJCOSX def2/J DEFGRID3
* xyz 1 4
Pd -1.61 0.47 0.02
Br -4.21 0.29 -1.03
C -5.19 -0.51 0.34
Br -1.98 -0.94 2.08
H -4.63 -0.85 1.19
H -6.23 -0.67 0.11
N 0.58 2.12 1.43
P 0.68 0.82 0.35
C 1.62 1.36 -1.09
C 0.94 1.67 -2.26
C 1.63 2.17 -3.36
C 3.00 2.36 -3.28
C 3.69 2.04 -2.11
C 3.00 1.55 -1.02
C 1.64 -0.44 1.17
C 2.28 -1.41 0.39
C 2.93 -2.46 1.01
C 2.95 -2.56 2.39
C 2.31 -1.60 3.17
C 1.64 -0.55 2.56
C -0.61 2.75 1.74
C -0.60 3.89 2.57
C -1.80 4.47 2.89
C -2.99 3.93 2.41
C -2.91 2.82 1.60
N -1.74 2.25 1.26
H 1.42 2.59 1.75
H -0.13 1.51 -2.33
H 1.10 2.41 -4.27
H 3.54 2.74 -4.13
H 4.76 2.18 -2.06
H 3.54 1.29 -0.12
H 2.27 -1.33 -0.69
H 3.43 -3.21 0.40
H 3.46 -3.38 2.87
H 2.31 -1.69 4.24
H 1.12 0.18 3.17
H 0.34 4.28 2.93
H -1.82 5.35 3.53
H -3.95 4.36 2.65
H -3.79 2.35 1.19
O -0.81 -0.96 -1.55
N -0.93 -2.25 -1.74
C -0.43 -2.76 -2.89
C -0.50 -4.11 -3.15
C -1.09 -4.95 -2.22
C -1.59 -4.41 -1.05
C -1.50 -3.06 -0.82
H 0.00 -2.02 -3.54
H -0.10 -4.48 -4.08
H -1.16 -6.02 -2.41
H -2.05 -5.03 -0.30
H -1.85 -2.56 0.07
*
```

Output
<S²> ... 3.763
HOMO-LUMO gap (spin up / spin down) ... 8.02 / 7.21 eV
Largest force on an atom ... 0.00759 hartree/bohr
LUMO energy (spin up / spin down) ... -2.41 / -4.42 eV

=====

[5]
DFT (wB97M-V/def2-TZVPD) results for a cluster of 2 separate species, C7H14N2O2S in total in a non-equilibrium geometry.

Structure (ORCA input):
```
! wB97M-V def2-TZVPD RIJCOSX def2/J DEFGRID3
* xyz 0 1
C 2.24 -2.22 1.68
S 2.91 -1.75 0.05
C 1.60 -0.83 -0.57
N 1.29 -1.15 -1.89
N 0.88 0.11 0.37
C -0.07 1.01 0.00
C -0.84 1.45 1.23
C 0.63 2.30 -0.62
C -1.12 0.44 -0.94
H 1.60 -3.20 1.59
H 1.54 -1.47 2.07
H 3.11 -2.52 2.42
H 0.81 -0.55 -2.45
H 1.88 -1.73 -2.42
H -1.85 1.15 1.11
H -0.41 1.06 2.17
H -0.88 2.57 1.32
H 0.23 2.63 -1.60
H 1.78 2.33 -0.63
H 0.28 3.20 0.07
H -1.43 -0.65 -0.74
H -2.02 1.05 -0.89
H -0.58 0.50 -1.93
O -3.44 -2.31 0.23
C -3.85 -1.24 0.19
O -4.29 -0.18 0.20
*
```

Output
HOMO-LUMO gap (spin up / spin down) ... 8.49 / 8.50 eV
Largest force on an atom ... 0.20061 hartree/bohr
LUMO energy (spin up / spin down) ... 0.57 / 0.57 eV
SMILES ... CS/C(N)=N/C(C)(C)C.O=C=O

=====

[6]
DFT (wB97M-V/def2-TZVPD) results for a structure of composition C18H26N2O6S2Si2W.

Structure (ORCA input):
```
! wB97M-V def2-TZVPD RIJCOSX def2/J DEFGRID3
* xyz 2 1
W -0.15 0.18 -0.21
C -1.98 -1.26 -1.79
Si -3.21 -0.28 -0.75
C -4.35 -1.40 0.18
C -4.00 1.13 -1.63
N -1.93 0.27 0.46
C -1.98 0.23 1.85
C -3.01 0.69 2.67
C -2.88 0.52 4.03
C -1.74 -0.09 4.58
C -0.71 -0.55 3.78
C -0.83 -0.39 2.40
N 0.11 -0.76 1.44
Si 1.72 -1.63 1.81
C 2.29 -2.06 0.08
C 1.31 -3.15 2.79
C 2.77 -0.39 2.73
H -2.42 -2.19 -2.16
H -1.15 -1.70 -1.16
H -1.57 -0.78 -2.67
H -5.09 -1.78 -0.53
H -4.89 -0.90 0.98
H -3.83 -2.27 0.60
H -4.47 0.76 -2.54
H -3.29 1.91 -1.91
H -4.79 1.58 -1.02
H -3.87 1.18 2.25
H -3.66 0.87 4.69
H -1.67 -0.20 5.65
H 0.17 -0.99 4.22
H 1.53 -1.95 -0.71
H 2.55 -3.13 0.05
H 3.16 -1.49 -0.24
H 2.17 -3.82 2.69
H 0.45 -3.69 2.40
H 1.17 -2.97 3.85
H 2.25 0.55 2.93
H 3.67 -0.15 2.17
H 3.08 -0.81 3.69
O 2.31 2.87 1.41
S 1.54 2.28 0.38
O 0.08 2.02 0.76
O 1.86 0.87 -0.04
C 1.78 3.15 -1.14
C 2.50 4.32 -1.05
C 2.96 4.95 -2.21
C 2.73 4.39 -3.44
C 1.99 3.21 -3.55
C 1.51 2.59 -2.41
S 0.31 1.33 -2.68
O -0.73 1.68 -1.65
O -0.07 1.25 -4.03
O 0.70 -0.05 -2.08
H 2.74 4.73 -0.08
H 3.52 5.87 -2.12
H 3.10 4.86 -4.34
H 1.75 2.80 -4.52
*
```

Output
HOMO-LUMO gap ... 6.65 eV
Largest force on an atom ... 0.00951 hartree/bohr
LUMO energy ... -8.47 eV

=====

For each record above, in turn, the calculated ΔE to the lowest compared entry with this formula, charge and spin values are 33.2 0.0 0.0 0.0 47.6 0.0 kcal per mole.